1.
{"formula": "C15H33BBrO2", "method": "ωB97M-V/def2-TZVPD", "energy_ev": -90905.106, "e_lumo_ev": 3.2, "charge": -1, "fmax_ev_per_a": 0.61, "homo_energy_ev": -4.878, "symbols": ["C", "C", "C", "C", "C", "C", "B", "C", "O", "C", "C", "O", "C", "C", "C", "C", "Br", "C", "C", "H", "H", "H", "H", "H", "H", "H", "H", "H", "H", "H", "H", "H", "H", "H", "H", "H", "H", "H", "H", "H", "H", "H", "H", "H", "H", "H", "H", "H", "H", "H", "H", "H"], "coordinates": [[-1.91149, -1.57090, -3.69323], [-0.60155, -1.21279, -4.38744], [-0.00785, 0.17603, -4.04555], [-0.63135, 0.89691, -2.85091], [-0.22493, 0.26002, -1.50394], [0.87979, 0.99996, -0.73786], [0.67110, 1.13971, 0.88700], [1.82077, 2.18987, 1.40927], [2.09263, 2.15335, 2.83523], [3.42267, 1.88261, 3.14058], [0.77900, -0.31240, 1.65374], [1.24181, -1.38597, 0.79457], [0.93677, -2.65787, 1.29050], [-0.47091, -3.09864, 0.91658], [-0.58220, -3.47843, -0.55897], [-0.83411, 1.71058, 1.26497], [-1.35974, 3.31738, 0.21384], [-1.02027, 2.04578, 2.74583], [-2.45916, 1.89118, 3.24052], [-2.71798, -0.89624, -3.98335], [-1.82497, -1.53748, -2.60930], [-2.21875, -2.57826, -3.98134], [0.13255, -1.98778, -4.16173], [-0.77372, -1.27145, -5.46497], [-0.03111, 0.82058, -4.92743], [1.05095, 0.04598, -3.80553], [-1.71644, 0.95690, -2.95014], [-0.27736, 1.92949, -2.86085], [0.14379, -0.74723, -1.72154], [-1.11086, 0.11305, -0.88190], [1.84014, 0.50109, -0.90112], [0.99325, 2.01723, -1.13153], [1.57177, 3.22583, 1.14708], [2.75490, 1.96591, 0.87329], [3.77702, 0.97470, 2.63937], [3.50017, 1.73287, 4.21922], [4.08603, 2.71526, 2.86537], [-0.20624, -0.60571, 2.05122], [1.45332, -0.29242, 2.52097], [1.07768, -2.69523, 2.37855], [1.65365, -3.35921, 0.84714], [-1.18326, -2.30187, 1.13692], [-0.76258, -3.94797, 1.54353], [-0.01391, -2.77115, -1.16260], [-1.61555, -3.44908, -0.90502], [-0.19554, -4.48057, -0.74839], [-1.61252, 0.99300, 0.99217], [-0.67872, 3.06015, 2.94833], [-0.36921, 1.39163, 3.32925], [-2.55768, 2.22149, 4.27657], [-2.76447, 0.84358, 3.19581], [-3.14533, 2.46655, 2.61720]], "forces_ev_per_a": [[-0.109, -0.030, -0.121], [-0.028, 0.070, 0.017], [0.085, -0.024, 0.097], [0.154, 0.058, 0.137], [0.151, -0.124, -0.322], [-0.030, 0.077, 0.386], [-0.023, 0.356, -0.214], [0.085, -0.218, -0.163], [-0.151, -0.010, 0.045], [-0.054, 0.079, 0.074], [-0.048, -0.257, -0.089], [0.026, 0.169, -0.093], [0.057, 0.002, 0.029], [-0.210, -0.270, -0.068], [-0.016, 0.111, 0.036], [0.232, -0.296, 0.474], [-0.124, 0.126, -0.139], [-0.283, -0.009, 0.037], [0.159, -0.001, -0.062], [-0.012, 0.066, 0.006], [0.011, -0.004, 0.026], [-0.011, -0.050, 0.040], [0.019, -0.051, 0.054], [0.083, -0.030, -0.060], [-0.140, 0.010, -0.058], [0.066, 0.040, -0.083], [-0.064, -0.055, -0.061], [-0.052, 0.061, 0.024], [-0.094, -0.037, 0.109], [-0.066, 0.099, 0.059], [0.048, -0.013, -0.083], [-0.057, 0.026, -0.097], [-0.030, 0.071, 0.028], [0.069, -0.006, 0.054], [0.070, -0.055, -0.048], [-0.003, -0.008, 0.061], [0.078, 0.003, -0.087], [-0.017, -0.026, 0.025], [0.009, 0.078, 0.098], [-0.017, 0.043, 0.083], [0.038, -0.026, -0.005], [0.102, 0.124, 0.071], [-0.010, -0.028, 0.010], [-0.010, 0.001, -0.032], [-0.046, -0.048, -0.022], [0.087, -0.047, 0.009], [-0.001, 0.007, -0.151], [0.161, 0.030, -0.047], [0.063, -0.040, -0.014], [-0.073, 0.036, 0.029], [-0.038, -0.043, -0.024], [-0.038, 0.064, 0.021]], "nbo_charge": [-0.6104, -0.3994, -0.3963, -0.4022, -0.3934, -0.6165, 0.2031, -0.2709, -0.5817, -0.2293, -0.2603, -0.5682, -0.0471, -0.4250, -0.6106, -0.3430, -0.1434, -0.4417, -0.6067, 0.1947, 0.2186, 0.1956, 0.1927, 0.1868, 0.1863, 0.1996, 0.1882, 0.2078, 0.1885, 0.1872, 0.2003, 0.1920, 0.1719, 0.1568, 0.1570, 0.1663, 0.1441, 0.1429, 0.1630, 0.1551, 0.1613, 0.2081, 0.1826, 0.2196, 0.2000, 0.1870, 0.1836, 0.2079, 0.2165, 0.1906, 0.1878, 0.2029]}

---

2.
{"formula": "C15H33Br2CaN7O2P", "method": "ωB97M-V/def2-TZVPD", "energy_ev": -198427.310, "e_lumo_ev": -2.4, "charge": 1, "fmax_ev_per_a": 0.60, "homo_energy_ev": -10.769, "symbols": ["Ca", "C", "C", "N", "C", "C", "N", "C", "C", "N", "H", "H", "H", "H", "H", "H", "H", "H", "H", "H", "H", "H", "H", "H", "H", "N", "C", "C", "O", "O", "H", "H", "H", "H", "Br", "C", "Br", "H", "H", "C", "N", "C", "N", "C", "N", "C", "P", "C", "C", "H", "H", "H", "H", "H", "H", "H", "H", "H", "H", "H", "H"], "coordinates": [[-0.04251, -0.00390, 0.27823], [3.17875, -0.60922, 0.76772], [2.67764, 0.28227, 1.91325], [1.73526, 1.32491, 1.46650], [2.32383, 2.32498, 0.55003], [1.53884, 2.55891, -0.74744], [1.18271, 1.30805, -1.43459], [2.32367, 0.54981, -1.97875], [2.34691, -0.92675, -1.56625], [2.12224, -1.10403, -0.12136], [3.89676, -0.04809, 0.16559], [3.74138, -1.44019, 1.20492], [2.16069, -0.32564, 2.66138], [3.55355, 0.72820, 2.40261], [1.37619, 1.79544, 2.28778], [2.42846, 3.28274, 1.06505], [3.33799, 2.00446, 0.30454], [0.61432, 3.09742, -0.54001], [2.16083, 3.19771, -1.39008], [0.51879, 1.51788, -2.16991], [2.31670, 0.60057, -3.07066], [3.24366, 1.04103, -1.65343], [1.55817, -1.46981, -2.09387], [3.31426, -1.35020, -1.86822], [1.92566, -2.08183, 0.05845], [-0.97355, -2.25705, -3.38854], [-2.10607, -1.67440, -2.67787], [-1.64907, -1.21095, -1.31307], [-0.87405, -1.95865, -0.65208], [-2.00700, -0.07943, -0.88741], [-1.23474, -2.47213, -4.34272], [-0.70286, -3.12612, -2.94556], [-2.95120, -2.36334, -2.52224], [-2.48646, -0.81068, -3.22397], [-1.99109, 2.43369, 1.32974], [-3.12573, 2.81185, -0.20025], [-2.23751, 2.83146, -1.90089], [-3.50395, 3.81518, -0.04165], [-3.89786, 2.05285, -0.20424], [-2.38529, -3.04100, 4.93446], [-0.95282, -2.86673, 5.17037], [-0.25376, -4.05473, 4.68889], [-0.52737, -4.38166, 3.29152], [-1.97299, -4.51511, 3.12331], [-2.72810, -3.33987, 3.54803], [-2.47177, -2.20085, 2.67262], [-0.69815, -1.69627, 2.69200], [-0.45149, -1.65992, 4.51872], [0.01695, -3.37251, 2.38842], [-2.91165, -2.13660, 5.24865], [-2.72820, -3.87347, 5.55437], [-0.57350, -4.90356, 5.29920], [0.82259, -3.91759, 4.82278], [-2.30376, -5.36344, 3.72932], [-2.19587, -4.72838, 2.07502], [-3.10072, -1.35322, 2.96554], [-2.74355, -2.45982, 1.64441], [-0.94890, -0.78154, 4.94335], [0.61730, -1.55407, 4.73806], [1.10703, -3.33609, 2.50299], [-0.19720, -3.64836, 1.35058]], "forces_ev_per_a": [[-0.338, 0.195, 0.451], [0.264, 0.083, -0.032], [0.111, -0.029, -0.046], [-0.163, -0.088, -0.248], [0.143, 0.054, -0.002], [0.271, -0.039, 0.033], [-0.103, -0.210, 0.220], [0.146, 0.046, -0.093], [0.117, 0.135, 0.006], [-0.301, 0.011, 0.161], [0.017, -0.049, 0.039], [-0.009, 0.095, 0.001], [-0.007, 0.014, -0.050], [-0.013, -0.103, 0.002], [0.006, 0.010, 0.009], [0.012, 0.013, -0.096], [-0.010, 0.067, 0.005], [-0.052, 0.005, 0.020], [-0.098, 0.048, 0.080], [-0.012, 0.028, -0.028], [0.086, -0.055, 0.060], [0.006, -0.037, -0.063], [-0.011, 0.018, 0.064], [-0.099, 0.016, -0.087], [0.055, -0.008, -0.028], [0.028, -0.001, -0.095], [-0.172, 0.005, 0.029], [-0.344, -0.232, -0.267], [0.279, -0.138, 0.018], [-0.158, 0.019, 0.028], [0.007, -0.022, 0.009], [0.027, -0.005, 0.027], [0.066, 0.043, -0.024], [0.053, -0.052, 0.030], [0.184, -0.019, -0.056], [-0.031, 0.095, -0.060], [0.052, 0.167, 0.060], [-0.085, -0.144, 0.060], [0.068, 0.011, -0.089], [-0.116, -0.013, 0.159], [0.022, 0.053, -0.035], [0.071, -0.140, 0.094], [0.035, 0.004, -0.041], [-0.095, -0.183, -0.016], [-0.030, 0.032, -0.051], [-0.225, -0.025, -0.041], [0.204, 0.450, -0.340], [0.050, 0.052, 0.268], [0.067, -0.167, -0.066], [0.009, -0.036, -0.004], [0.015, 0.048, -0.030], [0.036, 0.049, -0.027], [-0.045, -0.012, 0.002], [0.022, 0.048, -0.057], [0.011, 0.014, 0.048], [0.060, -0.077, 0.025], [0.029, 0.020, 0.046], [0.003, -0.064, -0.041], [-0.064, -0.003, -0.019], [-0.056, 0.000, 0.019], [0.006, 0.002, 0.058]], "nbo_charge": [1.7000, -0.2479, -0.2341, -0.7180, -0.2488, -0.2394, -0.7208, -0.2460, -0.2446, -0.7188, 0.1984, 0.2192, 0.2056, 0.2010, 0.3903, 0.2212, 0.1956, 0.2185, 0.2002, 0.4009, 0.2243, 0.1915, 0.2395, 0.1977, 0.3974, -0.8380, -0.3286, 0.7633, -0.8295, -0.8229, 0.3681, 0.3684, 0.1969, 0.2133, 0.0082, -0.5088, 0.0709, 0.2412, 0.2473, -0.0753, -0.4534, -0.0747, -0.4544, -0.0752, -0.4524, -0.5123, 0.6014, -0.5155, -0.5183, 0.1997, 0.2095, 0.2100, 0.1961, 0.2085, 0.2026, 0.2284, 0.2379, 0.2281, 0.2206, 0.2130, 0.2429]}

---

3.
{"formula": "C15H33Br9O4", "method": "ωB97M-V/def2-TZVPD", "energy_ev": -654658.816, "e_lumo_ev": 0.2, "fmax_ev_per_a": 4.35, "homo_energy_ev": -9.833, "symbols": ["C", "O", "C", "C", "O", "C", "H", "H", "H", "H", "H", "H", "H", "H", "H", "H", "C", "O", "C", "C", "O", "C", "H", "H", "H", "H", "H", "H", "H", "H", "H", "H", "C", "Br", "Br", "Br", "H", "Br", "C", "C", "Br", "H", "H", "H", "H", "Br", "C", "C", "Br", "H", "H", "H", "H", "Br", "C", "C", "Br", "H", "H", "H", "H"], "coordinates": [[-2.02566, 0.11156, 3.21733], [-1.36762, 1.33248, 3.32058], [-0.27343, 1.32271, 4.26440], [0.72248, 2.35938, 3.90077], [1.40734, 1.82655, 2.77960], [2.42853, 2.64048, 2.29647], [-2.92179, 0.29631, 2.66376], [-2.29498, -0.26064, 4.28872], [-1.48784, -0.61259, 2.64266], [0.27152, 0.37581, 4.28194], [-0.77638, 1.41397, 5.22982], [1.41526, 2.45690, 4.79929], [0.26491, 3.37713, 3.73177], [2.87148, 2.13180, 1.45241], [3.16958, 2.85236, 3.08887], [2.09282, 3.64511, 2.00027], [-0.25753, -1.52144, -1.94930], [0.43875, -0.32407, -1.62305], [0.92309, -0.38639, -0.24932], [1.95990, -1.40493, 0.02298], [1.43208, -2.55990, 0.62529], [2.32736, -3.64483, 0.92008], [-0.88944, -1.20514, -2.81570], [-0.92182, -1.84043, -1.13935], [0.27000, -2.37055, -2.25245], [0.03178, -0.38943, 0.45084], [1.47584, 0.58176, -0.11275], [2.55885, -1.02339, 0.84485], [2.46589, -1.52780, -0.91828], [3.07464, -3.31736, 1.67260], [2.77477, -4.13227, 0.09704], [1.67608, -4.38942, 1.60203], [-4.42064, 2.59814, -4.91058], [-4.25622, 4.17836, -3.83116], [-3.28906, 2.67969, -6.45782], [-6.17090, 2.20065, -5.45950], [-4.03183, 1.78739, -4.35338], [-1.18926, -5.26431, 2.80890], [-0.80972, -5.79792, 0.91635], [-1.02555, -4.58912, -0.04755], [-1.05865, -5.32523, -1.76230], [-1.54690, -6.57162, 0.65173], [0.17134, -6.27074, 1.00569], [-0.26857, -3.75483, 0.07001], [-2.00075, -4.13003, 0.19698], [-2.66660, 5.27074, 0.57332], [-2.06867, 3.42633, 0.03952], [-3.28780, 2.54101, 0.03819], [-2.92504, 0.83109, -0.75090], [-1.27255, 3.15847, 0.67940], [-1.53543, 3.62564, -0.91579], [-4.07287, 2.99164, -0.53672], [-3.55390, 2.42795, 1.07103], [4.37813, 0.61142, -1.38778], [3.58978, 0.42528, -3.16176], [3.46600, 1.72347, -3.93673], [2.84016, 1.18944, -5.75668], [2.60414, -0.04114, -2.94554], [4.33310, -0.28877, -3.56324], [4.44967, 2.22786, -4.05145], [2.78213, 2.32536, -3.35644]], "forces_ev_per_a": [[-0.737, -0.097, 2.179], [1.251, 0.491, -0.110], [-1.686, -0.562, -0.263], [0.656, 0.741, 0.938], [-0.553, 0.303, 0.241], [0.423, 0.876, 0.576], [-0.810, 0.108, -0.152], [0.343, 0.181, -1.808], [0.752, -0.750, -0.045], [-0.191, -0.242, -0.282], [0.514, 0.425, 0.359], [-0.434, 0.039, -0.995], [0.390, -0.943, -0.183], [0.259, -0.024, -0.154], [0.101, -0.369, -0.248], [-0.305, -0.201, -0.239], [-2.387, 2.201, -0.702], [0.753, -1.193, 1.321], [-1.090, 2.363, -0.316], [-0.053, -0.363, 1.566], [-0.614, -1.880, -0.739], [-2.176, 0.140, 3.764], [0.274, -0.533, 0.587], [-0.045, 0.200, 0.094], [1.646, -1.154, -0.357], [1.015, -0.205, -0.590], [-0.819, -0.598, -0.140], [0.965, 0.625, -0.459], [0.779, -0.605, -0.231], [0.073, 0.061, -0.685], [0.343, -0.414, -1.105], [1.313, 1.389, -1.931], [0.571, 0.504, -0.445], [-0.106, 0.012, 0.082], [0.380, 0.170, -0.271], [-0.918, -0.089, 0.060], [0.116, -0.625, 0.675], [0.081, -0.087, -0.727], [-0.751, 0.417, 0.341], [0.591, 0.710, 2.683], [0.082, -0.186, -1.511], [0.278, 0.319, 0.355], [-0.070, 0.483, -0.542], [-0.612, -1.258, -0.290], [0.349, -0.424, -0.310], [0.264, -0.786, -0.043], [0.289, 1.588, -1.625], [0.841, 0.713, 0.052], [0.168, -0.376, -0.070], [0.383, -0.507, 1.256], [-0.993, -0.403, 0.237], [-0.405, 0.108, -0.148], [-0.500, -0.398, 0.353], [0.125, 0.699, 0.370], [0.254, -1.235, 0.029], [1.027, -0.822, 0.210], [0.116, 0.579, 0.977], [0.675, 0.287, -0.499], [-0.912, 0.401, -0.387], [-0.823, -0.333, -0.055], [-0.451, 0.527, -0.650]], "nbo_charge": [-0.2379, -0.5544, -0.0889, -0.0874, -0.5388, -0.2430, 0.1858, 0.1564, 0.1716, 0.1848, 0.1811, 0.1696, 0.1856, 0.1944, 0.1618, 0.1642, -0.2649, -0.5498, -0.0975, -0.1096, -0.5701, -0.2584, 0.1927, 0.1662, 0.1751, 0.1972, 0.2030, 0.1837, 0.1857, 0.1779, 0.1803, 0.1932, -0.5076, 0.0894, 0.0795, 0.1169, 0.2218, -0.0543, -0.4100, -0.5380, 0.0362, 0.2250, 0.2278, 0.2734, 0.2310, -0.0569, -0.3962, -0.4718, 0.0047, 0.2265, 0.2280, 0.2331, 0.2308, -0.0415, -0.4546, -0.4305, -0.0099, 0.2488, 0.2296, 0.2312, 0.2280]}